No. 1
67
Properties=species:S:1:pos:R:3:forces:R:3:mulliken_charge:R:1 method="wB97M-V/def2-TZVPD" charge=-1 gap_ev=6.68
Na -3.206866 1.395725 0.038882 -0.1 0.2 0.2 0.84
S -1.423700 2.089717 2.152511 0.0 -0.4 0.0 -0.50
C -1.664514 3.546106 1.234200 0.3 0.1 0.0 0.48
C -0.659489 4.533673 1.166858 -0.1 0.1 0.0 -0.69
C -0.881165 5.683115 0.440141 0.0 -0.1 0.0 -0.13
C -2.091789 5.849341 -0.230627 0.0 0.0 0.0 -0.75
C -3.018504 4.828358 -0.135743 0.0 0.0 0.0 -0.23
N -2.822293 3.715434 0.575119 0.0 -0.1 -0.2 -0.43
H 0.271335 4.370769 1.692073 0.0 0.0 0.0 0.36
H -0.114170 6.447825 0.387233 0.0 0.0 0.0 0.37
H -2.301667 6.734791 -0.814665 0.0 0.0 0.0 0.37
H -3.972078 4.884402 -0.651602 0.0 0.0 0.0 0.39
F -4.340647 1.982993 -1.860787 -0.1 0.0 0.1 -0.70
Sb -6.120126 1.475709 -1.339736 -0.1 0.1 -0.2 2.61
F -6.334993 3.198066 -0.605362 -0.1 0.1 0.0 -0.57
F -7.870324 0.991241 -0.821218 0.2 0.0 0.1 -0.58
F -6.755778 2.057418 -3.017282 0.0 0.0 0.0 -0.58
F -5.770693 -0.258837 -1.980025 -0.1 -0.1 -0.1 -0.57
F -5.376775 0.917637 0.338912 -0.1 0.0 -0.1 -0.70
C -3.483513 -2.309365 0.439786 0.0 0.1 -0.1 -1.34
C -2.340278 -1.376551 0.090247 -0.4 -0.1 0.0 0.74
O -2.502860 -0.543854 -0.844406 0.3 0.0 0.0 -0.73
N -1.264418 -1.493426 0.844848 0.4 0.1 0.2 -0.43
Te 0.011661 -0.118748 0.147727 -0.3 0.2 -0.2 1.19
C 0.826927 -1.443525 -1.321437 0.2 0.0 -0.1 0.06
C 0.814045 -0.994956 -2.651877 0.0 0.0 0.2 0.82
C 0.192430 0.324002 -3.040067 0.0 -0.1 0.0 -1.71
C 1.383571 -1.796123 -3.634597 0.0 0.0 -0.1 -0.98
C 1.959951 -3.021137 -3.333132 0.0 -0.1 0.0 0.66
C 2.564350 -3.889234 -4.404634 0.0 0.0 0.0 -1.56
C 1.940889 -3.452898 -2.013912 0.0 0.0 0.0 -0.87
C 1.377951 -2.690215 -0.995465 0.0 0.1 0.1 1.25
C 1.388410 -3.237915 0.410217 0.0 0.0 0.0 -1.66
C 1.614904 -0.241014 1.527642 0.1 -0.2 0.3 0.31
C 1.450760 -0.615818 2.873693 0.0 0.0 -0.1 0.78
C 0.116339 -0.911417 3.498865 0.0 0.1 0.0 -1.48
C 2.580789 -0.664998 3.682829 0.0 0.0 -0.1 -0.91
C 3.843772 -0.328014 3.216382 0.0 0.0 0.2 0.55
C 5.036517 -0.368789 4.135445 0.0 0.0 -0.1 -1.63
C 3.967102 0.093836 1.904237 0.1 0.0 -0.1 -0.97
C 2.872478 0.152662 1.048289 -0.2 0.0 0.0 1.09
C 3.083228 0.656073 -0.357728 0.0 0.0 0.0 -1.64
H -3.983954 -1.921010 1.328202 0.0 0.0 0.0 0.26
H -3.119882 -3.310878 0.661550 0.0 0.0 0.0 0.37
H -4.196449 -2.323864 -0.381741 0.0 0.0 0.0 0.35
H -0.843796 0.371584 -2.697565 0.0 0.0 0.0 0.30
H 0.197993 0.445790 -4.122619 0.0 0.0 0.0 0.44
H 0.734368 1.168648 -2.607390 0.0 0.0 0.0 0.27
H 1.370166 -1.453662 -4.664325 0.0 0.0 0.0 0.31
H 2.684604 -3.342597 -5.339717 0.0 0.0 0.0 0.37
H 1.927377 -4.754614 -4.600479 0.0 0.0 0.0 0.31
H 3.541940 -4.264795 -4.098658 0.0 0.0 0.0 0.36
H 2.368053 -4.419944 -1.763847 0.0 0.0 0.0 0.43
H 1.400102 -4.328139 0.384233 0.0 0.0 0.0 0.50
H 0.501322 -2.917713 0.956732 0.1 -0.1 0.0 0.25
H 2.273536 -2.907101 0.959044 0.0 0.0 0.0 0.25
H -0.491378 -1.575148 2.887997 0.0 0.0 0.0 0.24
H -0.437767 0.025686 3.604209 0.0 -0.1 0.0 0.23
H 0.240913 -1.346492 4.489995 0.1 0.0 0.0 0.43
H 2.459842 -0.968331 4.717500 0.0 0.0 0.0 0.35
H 4.906017 -1.122252 4.912045 0.0 0.0 0.0 0.39
H 5.172527 0.595545 4.630408 0.0 0.0 0.0 0.30
H 5.950694 -0.591977 3.584665 0.0 0.0 0.0 0.38
H 4.942632 0.392982 1.532311 0.0 0.0 0.0 0.38
H 4.046474 1.158797 -0.438649 0.0 0.0 0.0 0.49
H 2.308209 1.373875 -0.639840 0.0 0.0 0.0 0.19
H 3.065674 -0.156476 -1.085881 0.0 0.0 0.0 0.30

No. 2
192
Properties=species:S:1:pos:R:3:forces:R:3:mulliken_charge:R:1 method="wB97M-V/def2-TZVPD" de_lowest_ev=4.4322 gap_ev=8.39
O 0.257750 -10.747796 7.427974 0.2 -0.2 0.0 -0.64
H -0.150540 -10.538796 6.587824 -0.1 0.0 -0.2 0.32
H -0.137370 -10.133176 8.046314 -0.1 0.1 0.2 0.32
O 6.456320 -6.817336 -6.900846 0.1 0.0 0.2 -0.64
H 5.532900 -6.579946 -6.985456 -0.2 0.1 0.0 0.32
H 6.791890 -6.799136 -7.797116 0.1 0.0 -0.2 0.32
O 9.954230 -8.779036 5.972784 0.0 -0.1 0.2 -0.64
H 10.602390 -8.995106 5.302384 0.2 -0.1 -0.1 0.32
H 9.352520 -8.174216 5.538764 -0.2 0.1 -0.1 0.32
O 6.016820 -8.658106 0.739124 0.3 0.0 0.0 -0.64
H 5.564200 -7.897076 1.102714 -0.1 0.3 0.1 0.33
H 5.329620 -9.314836 0.626464 -0.1 -0.2 0.0 0.32
C -3.541050 3.759664 -9.259456 -0.3 -0.7 2.1 -1.72
C -2.102270 3.700614 -9.780956 -0.2 0.2 1.2 1.80
C -1.597400 5.132084 -9.940936 0.3 0.6 1.3 -1.17
C -1.148610 5.840454 -8.560706 0.6 -0.8 -0.9 -0.65
C -0.080480 4.971684 -7.873936 -0.8 -1.2 -0.8 -1.27
C -0.588280 3.495004 -7.598456 1.4 2.2 -0.1 1.36
N -1.085370 2.983974 -8.938126 0.5 0.6 0.7 0.21
O -1.401300 1.606474 -8.858056 -0.1 -0.1 0.4 -0.49
C 0.748460 2.779094 -7.157216 -0.1 -0.3 -1.4 -1.73
C -1.575890 3.565074 -6.439566 -1.0 -1.4 -0.7 -1.59
C -2.190620 2.991064 -11.088256 0.9 -0.5 -1.4 -2.13
H -3.584490 4.473544 -8.436906 -0.3 0.4 -0.2 0.31
H -3.843080 2.833614 -8.770276 0.4 -0.4 0.0 0.38
H -4.379590 3.895544 -9.942456 0.6 0.6 -0.5 0.40
H -0.731980 5.098354 -10.602756 0.1 0.2 0.0 0.37
H -2.433270 5.617404 -10.444826 0.3 0.6 0.0 0.40
H -1.933500 6.073104 -7.841046 -0.5 -0.4 -0.3 0.32
H -0.666810 6.807394 -8.705656 -0.2 0.1 -0.6 0.41
H 0.291060 5.452244 -6.968886 -0.2 -0.2 0.2 0.47
H 0.783310 4.782644 -8.511296 0.0 0.6 -0.3 0.43
H 1.545180 2.947214 -7.881836 -0.2 0.4 -0.6 0.45
H 1.243420 3.194914 -6.279606 -0.8 -0.2 0.5 0.38
H 0.739320 1.689294 -7.176176 -0.6 -0.1 0.7 0.37
H -1.238120 4.075644 -5.537716 0.4 -0.3 -0.1 0.34
H -2.538880 4.000554 -6.706236 0.2 0.3 -0.2 0.31
H -1.818860 2.512514 -6.293996 -0.1 -0.1 0.9 0.40
H -2.904990 3.438324 -11.779436 -0.2 0.1 0.3 0.43
H -2.421860 1.932874 -10.966336 -0.3 0.2 0.1 0.43
H -1.234770 3.033024 -11.610456 0.3 0.0 0.0 0.44
H -0.672720 1.215804 -9.346066 0.0 -0.3 0.0 0.35
C 10.302970 3.493714 -3.704276 -0.1 1.1 -0.3 -1.75
C 10.166390 4.455604 -2.487566 -0.8 -1.0 0.7 1.44
C 9.924010 3.560174 -1.218776 -1.6 0.8 -0.7 -1.04
C 11.087350 2.877264 -0.681826 2.6 -0.3 -0.3 -0.74
C 12.244060 3.887494 -0.429556 -0.2 -1.8 0.5 -1.27
C 12.576030 4.809834 -1.630276 -1.3 1.4 2.6 1.44
N 11.287460 5.342314 -2.144996 -0.5 -0.5 1.3 0.32
O 11.424550 6.407184 -3.037866 0.4 0.0 -0.8 -0.48
C 13.483300 5.942904 -1.006846 -1.4 0.0 -1.5 -1.80
C 13.332410 4.004244 -2.587896 1.1 -1.5 -1.2 -1.66
C 8.830600 5.274934 -2.640806 0.3 0.0 -0.2 -1.92
H 11.046990 2.705474 -3.589296 0.0 0.3 -0.1 0.30
H 10.492880 4.142274 -4.559496 0.5 -0.2 -0.3 0.41
H 9.353040 3.025504 -3.962156 -0.2 -0.1 0.4 0.44
H 9.493910 4.180674 -0.432586 -0.3 0.1 0.0 0.40
H 9.225020 2.781284 -1.523476 -0.5 0.2 0.1 0.45
H 11.436780 2.156074 -1.420666 0.1 -0.1 -0.3 0.30
H 10.885230 2.227994 0.170054 -0.1 0.4 0.3 0.39
H 13.125330 3.270834 -0.252916 0.4 -0.1 -0.3 0.46
H 12.132910 4.289864 0.577344 -0.4 1.1 -0.3 0.41
H 13.734090 6.593974 -1.844286 0.9 -0.1 0.0 0.41
H 12.936550 6.627524 -0.358426 -0.2 -0.5 0.4 0.41
H 14.311470 5.450794 -0.496866 0.1 0.4 -0.2 0.40
H 12.919690 2.995784 -2.615696 -0.2 0.0 -0.4 0.35
H 13.381380 4.397814 -3.603176 0.0 0.1 0.1 0.29
H 14.337620 3.814264 -2.211656 0.3 0.3 -0.1 0.44
H 8.598850 5.841964 -3.542396 1.0 -0.1 -0.5 0.38
H 8.724130 6.021584 -1.853866 0.0 -0.3 0.4 0.45
H 7.985090 4.587034 -2.644156 0.1 -0.2 0.6 0.42
H 10.785960 7.032664 -2.687756 0.1 0.3 -0.1 0.34
C -8.677600 -5.917226 11.164724 0.4 0.3 0.0 -1.72
C -8.491950 -5.092116 9.822154 0.4 0.4 2.4 1.45
C -9.279810 -3.714416 10.038774 1.2 -0.9 -0.1 -1.04
C -8.446810 -2.719956 10.829354 -0.1 0.4 -0.3 -0.78
C -7.027740 -2.507086 10.230584 -2.2 -0.8 1.0 -1.27
C -6.239660 -3.823616 10.125324 -0.7 2.0 -0.8 1.61
N -7.026220 -4.865846 9.552874 -3.0 0.7 -1.6 0.46
O -6.334950 -6.049656 9.297384 0.2 -0.3 0.5 -0.49
C -5.160330 -3.425466 9.141404 3.1 -0.8 0.1 -2.07
C -5.707580 -4.263346 11.451154 0.8 0.3 0.8 -1.71
C -9.101740 -5.779806 8.660674 0.2 0.0 -2.3 -1.97
H -8.307070 -5.385206 12.040944 -0.2 0.6 -0.1 0.36
H -8.079810 -6.824286 11.254084 -0.1 -0.3 -0.8 0.34
H -9.720470 -6.152466 11.377284 -0.1 -0.1 -0.3 0.44
H -9.648820 -3.270526 9.114174 0.3 -0.2 -0.3 0.39
H -10.153840 -3.938766 10.650214 -0.1 -0.2 -0.2 0.37
H -8.571040 -3.077736 11.851444 0.9 0.4 0.3 0.37
H -8.944110 -1.753346 10.749104 -0.2 0.1 0.4 0.36
H -6.471380 -1.757956 10.793934 0.2 -0.2 0.2 0.52
H -7.255850 -2.044466 9.270344 0.4 -0.3 -0.4 0.41
H -5.277360 -3.106626 8.105674 -1.3 -0.4 0.0 0.38
H -4.486940 -2.637646 9.479024 -0.3 0.4 0.8 0.41
H -4.445570 -4.248346 9.131574 0.2 -0.4 -0.5 0.47
H -4.998840 -3.529026 11.833974 0.5 -0.2 -0.1 0.43
H -6.439300 -4.309046 12.257744 -0.4 -0.2 -0.4 0.29
H -5.274570 -5.251056 11.292894 0.3 0.1 0.4 0.40
H -8.652910 -6.722986 8.349094 -0.4 -0.5 0.8 0.36
H -8.836990 -5.192796 7.781224 0.1 0.5 -0.2 0.51
H -10.189130 -5.763736 8.587034 0.0 -0.5 0.7 0.37
H -6.140470 -5.998956 8.358654 0.1 -0.1 -0.2 0.35
C 3.751930 -4.973126 4.327324 0.2 -0.7 -0.2 -1.83
C 2.864150 -4.003076 3.467894 0.2 0.6 0.8 1.41
C 3.525640 -2.568126 3.672594 -0.6 -1.0 0.3 -1.18
C 2.915830 -1.500896 2.803634 -0.6 -0.9 0.1 -0.63
C 3.032550 -1.967896 1.351614 0.4 0.4 -0.8 -1.19
C 2.441480 -3.357266 0.907124 -1.0 1.2 0.7 1.58
N 2.826190 -4.315776 1.997624 1.5 -0.2 -0.1 0.13
O 2.383770 -5.659396 1.802414 -0.1 1.2 -0.2 -0.42
C 0.914420 -3.142316 0.741224 -0.6 -0.9 0.4 -1.70
C 2.945280 -3.673116 -0.551516 1.8 -0.8 0.9 -1.90
C 1.434920 -4.080416 4.131304 0.7 0.5 -0.9 -1.63
H 3.798080 -4.665296 5.371934 -0.5 0.5 0.0 0.40
H 4.811140 -5.125276 4.119964 0.1 0.7 -0.9 0.41
H 3.415820 -6.009056 4.371894 -0.6 0.1 -0.3 0.38
H 3.373860 -2.219606 4.694154 0.0 -0.5 0.3 0.42
H 4.600950 -2.695396 3.547634 0.1 0.1 -0.3 0.40
H 3.337890 -0.526616 3.050164 0.5 0.0 -0.7 0.38
H 1.906300 -1.367976 3.192564 -0.5 -0.2 -0.5 0.31
H 4.104390 -1.965636 1.153454 0.2 -0.2 -0.2 0.36
H 2.620270 -1.237586 0.655364 -0.1 0.1 0.0 0.49
H 0.385950 -2.614766 1.535274 0.4 0.3 0.2 0.31
H 0.632510 -2.677606 -0.203596 0.3 0.2 0.0 0.44
H 0.426140 -4.116426 0.712584 -0.1 -0.3 -0.1 0.40
H 2.930700 -2.818326 -1.227696 -0.3 0.2 0.4 0.36
H 3.986670 -3.989986 -0.494916 0.5 0.4 0.3 0.48
H 2.606310 -4.535496 -1.125546 -1.2 0.0 0.5 0.37
H 0.973430 -5.058086 3.992394 0.2 -0.1 0.1 0.39
H 0.790490 -3.358386 3.629834 -0.1 0.1 0.2 0.32
H 1.491340 -3.853546 5.195934 0.0 0.0 -0.1 0.42
H 1.434410 -5.533996 1.870174 -0.6 -0.7 0.0 0.33
C -6.036570 -6.511296 -4.890706 -0.9 -1.0 -0.3 -1.79
C -5.101160 -5.655556 -4.047176 0.1 0.8 -0.9 1.47
C -5.013840 -4.244616 -4.808746 -0.1 -1.1 0.1 -1.29
C -6.221720 -3.309346 -4.566416 0.4 -1.5 -1.7 -0.58
C -6.372090 -3.131986 -3.126996 -0.1 0.6 2.5 -1.56
C -6.590810 -4.476416 -2.305986 0.2 1.1 0.9 1.47
N -5.605630 -5.478066 -2.669786 1.5 2.0 -1.4 0.44
O -5.652330 -6.650156 -1.931836 -0.2 -0.3 0.3 -0.48
C -6.348870 -4.034206 -0.785646 0.2 0.0 -1.5 -1.90
C -8.035680 -4.942656 -2.497196 -0.5 0.4 -0.3 -1.57
C -3.670400 -6.277426 -4.035256 -1.1 0.3 0.3 -1.86
H -7.015610 -6.059526 -5.050336 -0.1 0.2 0.4 0.35
H -6.208590 -7.494196 -4.452046 0.0 0.0 0.4 0.38
H -5.749480 -6.752926 -5.914086 0.8 0.3 0.0 0.43
H -4.051720 -3.759116 -4.645296 -0.1 0.3 0.9 0.37
H -4.862760 -4.508046 -5.855586 -0.6 -0.1 -0.2 0.52
H -7.169820 -3.751546 -4.872456 0.0 -0.6 -0.4 0.27
H -6.158850 -2.468186 -5.256776 0.3 0.6 0.6 0.39
H -7.208550 -2.487426 -2.856836 -0.5 -0.2 -0.2 0.61
H -5.595820 -2.531126 -2.653226 0.8 -0.4 -0.2 0.42
H -6.470390 -4.876176 -0.104156 -0.1 0.2 0.1 0.43
H -5.358860 -3.583176 -0.718226 0.4 -0.6 0.0 0.45
H -6.941200 -3.157146 -0.524876 -0.8 -0.4 0.1 0.38
H -8.583510 -4.059246 -2.825166 -0.4 -0.1 0.2 0.34
H -8.164350 -5.667706 -3.300836 0.2 -0.1 0.2 0.30
H -8.505640 -5.316696 -1.587616 0.1 -0.1 0.0 0.39
H -3.369390 -6.533656 -5.051046 0.1 0.3 0.0 0.37
H -3.647490 -7.214096 -3.478276 -0.1 0.0 0.1 0.41
H -3.009570 -5.551256 -3.561876 0.3 -0.1 -0.1 0.45
H -4.909620 -6.469456 -1.351026 0.0 -0.6 0.4 0.37
C -3.700410 7.107404 -0.002716 -0.2 0.5 -0.3 -2.12
C -2.574650 7.918664 0.696634 -0.7 -0.1 0.1 1.55
C -2.563550 7.410484 2.168464 0.7 0.2 0.5 -1.26
C -1.275260 7.676444 2.988984 1.1 0.5 -1.9 -0.82
C 0.016300 7.311784 2.117804 -2.4 -1.4 0.3 -1.21
C -0.004750 7.798374 0.619544 0.2 1.0 1.2 1.31
N -1.326730 7.640454 -0.014536 0.1 -1.8 3.0 0.45
O -1.342240 8.078814 -1.299976 0.0 1.0 -1.5 -0.52
C 0.391870 9.289994 0.747554 1.0 0.7 -1.5 -1.55
C 0.976320 6.910734 -0.159326 0.1 0.4 0.8 -1.79
C -3.043490 9.406734 0.686634 -0.7 -0.2 0.5 -1.71
H -3.921790 7.611074 -0.943676 -0.2 -0.2 -0.2 0.52
H -4.624450 7.099084 0.575364 0.0 0.4 0.2 0.41
H -3.516110 6.050764 -0.196716 0.7 0.1 0.0 0.42
H -3.372690 7.928994 2.682794 -0.2 0.1 -0.1 0.42
H -2.862990 6.364604 2.235974 0.4 -0.2 -0.3 0.47
H -1.228110 7.086254 3.904164 -0.2 0.1 0.0 0.43
H -1.253660 8.738974 3.231214 0.0 0.1 0.3 0.33
H -0.061920 6.225454 2.161024 0.1 -0.4 -0.6 0.40
H 0.952840 7.463144 2.654534 0.0 0.8 -0.3 0.50
H 1.342060 9.496264 1.240194 -0.2 -0.5 1.1 0.41
H 0.724140 9.752114 -0.182036 -0.7 -0.3 -0.8 0.41
H -0.393540 9.955024 1.106684 0.0 -0.4 0.3 0.24
H 1.111280 7.198714 -1.201896 -0.1 0.0 0.1 0.38
H 1.931540 6.949434 0.364274 0.2 0.1 -0.2 0.39
H 0.622700 5.885944 -0.045966 -0.1 0.0 -0.4 0.41
H -4.084190 9.391404 1.010354 -0.2 -0.1 0.2 0.48
H -3.133470 9.917064 -0.272306 0.7 -0.3 -0.2 0.29
H -2.560150 10.038054 1.432234 0.4 0.0 -0.2 0.39
H -1.641910 7.320414 -1.806546 0.1 -0.1 -0.2 0.36